Record 1
46
Properties=species:S:1:pos:R:3:forces:R:3:mulliken_charge:R:1 method="wB97M-V/def2-TZVPD" e_above_lowest_kcal_mol=52.0 multiplicity=1 molar_mass_g_mol=347.44 total_charge=0 energy_ev=-54512.093 e_lumo_ev=0.63
C -1.171 1.799 0.757 -0.1 1.4 0.0 -0.6703
C -0.278 2.559 -0.414 -0.1 -0.3 0.7 -0.3150
O 1.157 2.347 -0.039 -1.2 1.0 -2.5 -0.3507
C 1.984 2.486 -1.281 0.0 -0.5 1.2 -0.4875
P 2.553 0.679 -1.703 0.6 0.3 -1.3 0.0415
N 1.167 -0.440 -1.793 1.4 -0.7 0.5 -0.5524
H -0.793 0.702 0.943 -0.7 2.3 -0.5 0.2383
H -2.335 1.836 0.518 2.6 -0.2 0.3 0.2738
H -1.042 2.472 1.732 -0.1 -1.7 -2.0 0.0439
H -0.424 3.735 -0.417 -0.1 -2.4 0.0 0.2547
H -0.490 2.113 -1.486 0.4 0.8 2.2 0.3436
H 1.394 2.995 -2.166 1.2 -1.1 1.8 0.3200
H 2.969 3.105 -1.037 -2.1 -1.3 -0.5 0.2718
H 3.302 0.287 -0.501 -1.2 0.5 -0.5 0.0381
H 1.185 -0.927 -2.739 0.1 1.0 1.8 0.3250
H 1.380 -1.220 -1.103 -0.7 1.3 -1.1 0.2686
C -2.884 2.509 4.398 0.3 0.1 0.0 -0.2672
C -3.783 3.626 4.927 0.1 0.1 0.3 -0.7157
C -4.899 3.839 3.906 0.0 0.7 0.3 -0.6364
S -5.130 2.270 3.083 -0.4 -0.4 0.0 1.1362
O -4.750 2.418 1.694 -0.3 -0.1 0.3 -0.6128
O -6.403 1.705 3.483 0.4 0.2 -0.5 -0.6924
C -3.825 1.407 3.936 0.4 -0.3 0.2 -0.6984
H -2.189 2.151 5.162 -0.1 0.0 -0.1 0.3510
H -2.295 2.879 3.550 -0.1 -0.1 0.1 0.0469
H -4.215 3.322 5.888 0.1 0.0 -0.1 0.3056
H -3.222 4.550 5.097 -0.1 -0.1 0.0 0.3512
H -5.834 4.138 4.387 0.1 -0.1 -0.3 0.3579
H -4.616 4.579 3.151 -0.1 -0.2 0.0 0.3548
H -3.350 0.690 3.264 -0.2 0.1 0.0 0.3910
H -4.270 0.886 4.789 0.0 0.1 -0.2 0.3522
C 3.216 -5.403 -4.084 -0.1 -0.1 -0.3 -0.5396
C 4.392 -4.432 -4.173 0.3 -0.2 -0.2 -0.6496
C 3.962 -3.129 -3.501 0.5 0.3 -0.4 -0.6108
S 2.742 -3.577 -2.276 0.3 -0.2 0.3 1.2422
O 1.468 -3.009 -2.665 0.3 -0.4 0.2 -0.7186
O 3.303 -3.390 -0.953 -0.6 0.2 -0.4 -0.6972
C 2.720 -5.320 -2.649 -0.1 -0.6 -0.1 -0.8005
H 3.511 -6.423 -4.349 -0.1 0.1 0.0 0.3382
H 2.424 -5.089 -4.774 0.1 -0.1 0.1 0.2866
H 5.254 -4.854 -3.643 -0.1 0.1 -0.1 0.3011
H 4.697 -4.259 -5.210 0.0 0.0 0.2 0.3204
H 4.804 -2.632 -3.011 -0.3 0.0 0.0 0.3783
H 3.492 -2.447 -4.215 0.0 -0.1 0.2 0.3462
H 1.711 -5.717 -2.519 0.1 0.2 0.1 0.3999
H 3.412 -5.817 -1.963 -0.1 0.1 0.0 0.3363



Record 2
75
Properties=species:S:1:pos:R:3:forces:R:3:mulliken_charge:R:1 method="wB97M-V/def2-TZVPD" e_above_lowest_kcal_mol=10.1 multiplicity=1 molar_mass_g_mol=557.54 total_charge=0 energy_ev=-86515.041 e_lumo_ev=0.54
Fe 0.236 0.537 0.928 0.1 0.0 0.2 -0.2101
C 1.538 2.585 2.621 0.0 0.0 0.0 -1.4026
N 0.949 1.253 2.829 -0.1 0.0 -0.1 0.9384
C -0.160 1.404 3.809 0.0 0.0 0.0 -1.0799
C -1.260 0.344 3.753 0.0 0.0 0.0 -0.3516
C -2.253 0.560 2.612 0.0 0.0 0.0 -1.2610
N -1.582 1.137 1.456 0.0 0.0 0.0 0.6085
C -2.224 2.031 0.800 0.0 0.0 0.0 -0.4199
C -1.744 2.808 -0.317 0.0 0.0 0.0 0.4252
C -2.683 3.578 -1.022 0.0 0.0 0.0 -0.6413
C -2.318 4.393 -2.068 0.0 0.0 0.0 -0.9499
C -0.961 4.466 -2.408 0.0 0.0 0.0 -0.6464
C -0.014 3.746 -1.722 0.0 0.0 0.0 -1.0167
C -0.364 2.880 -0.655 -0.2 0.0 0.0 0.9826
O 0.552 2.235 -0.023 -0.2 0.0 0.2 -0.0508
C 2.024 0.399 3.377 0.0 0.0 0.0 -0.9868
C 1.659 -1.054 3.638 0.0 0.0 0.0 -0.9750
C 1.330 -1.856 2.387 0.0 0.0 0.0 -0.9835
N 0.207 -1.356 1.595 -0.1 0.0 0.0 0.8238
C -0.610 -2.234 1.141 0.1 0.0 0.0 -0.4380
C -1.601 -2.023 0.117 0.0 0.2 0.0 0.1983
C -2.594 -3.003 -0.058 0.0 0.0 0.0 -0.4609
C -3.518 -2.931 -1.070 0.0 0.0 0.0 -1.0878
C -3.438 -1.853 -1.969 -0.1 0.0 0.0 -0.5458
C -2.462 -0.897 -1.852 -0.6 0.1 0.3 -0.4807
C -1.492 -0.936 -0.807 -0.3 0.1 0.6 -0.3115
O -0.578 -0.046 -0.762 0.0 0.0 0.0 0.2988
H 1.894 3.002 3.574 0.0 0.0 0.0 0.4370
H 0.800 3.247 2.178 0.0 0.0 0.0 0.3289
H 2.372 2.500 1.930 0.0 0.0 0.0 0.2417
H -0.615 2.379 3.628 0.0 0.0 0.0 0.5828
H 0.275 1.442 4.818 0.0 0.0 0.0 0.3834
H -1.801 0.361 4.702 0.0 0.0 0.0 0.5758
H -0.831 -0.645 3.658 0.0 0.0 0.0 -0.0009
H -3.062 1.224 2.934 0.0 0.0 0.0 0.6916
H -2.700 -0.396 2.326 0.0 0.0 0.0 -0.0181
H -3.247 2.260 1.115 0.0 0.0 0.0 0.2359
H -3.725 3.512 -0.726 0.0 0.0 0.0 0.3756
H -3.057 4.968 -2.609 0.0 0.0 0.0 0.3879
H -0.649 5.107 -3.225 0.0 0.0 0.0 0.4251
H 1.034 3.810 -1.992 -0.1 0.1 0.0 0.3213
H 2.382 0.851 4.314 0.0 0.0 0.0 0.5291
H 2.840 0.429 2.656 0.0 0.0 0.0 0.4210
H 0.873 -1.136 4.388 0.0 0.0 0.0 0.2141
H 2.540 -1.521 4.087 0.0 0.0 0.0 0.5672
H 1.161 -2.905 2.658 0.0 0.0 0.0 0.6886
H 2.205 -1.821 1.732 0.0 0.0 0.0 0.1934
H -0.526 -3.261 1.514 0.0 0.0 0.0 0.2927
H -2.618 -3.837 0.638 0.0 0.0 0.0 0.4183
H -4.283 -3.687 -1.180 0.0 0.0 0.0 0.4142
H -4.160 -1.775 -2.773 0.0 0.0 0.0 0.4441
H -2.402 -0.064 -2.543 0.0 0.0 0.0 0.4883
C 0.544 -3.932 -3.514 0.0 0.0 0.0 -0.5983
C 0.204 -2.623 -4.265 0.0 0.0 0.0 -0.8059
C 0.180 -1.574 -3.148 -0.2 0.0 -0.3 0.7629
O 1.047 -2.085 -2.150 0.3 -0.2 0.2 -0.1471
C 0.724 -3.465 -2.064 0.0 0.0 0.0 -0.2913
H 1.461 -4.375 -3.900 0.0 0.0 0.0 0.2421
H -0.246 -4.677 -3.597 0.0 0.0 0.0 0.3659
H -0.749 -2.675 -4.790 0.0 0.0 0.0 0.3471
H 0.976 -2.387 -4.998 0.0 0.0 0.0 0.2651
H -0.830 -1.461 -2.724 0.8 -0.3 -0.7 -0.8108
H 0.542 -0.590 -3.441 0.0 0.0 0.0 0.5539
H -0.207 -3.586 -1.498 0.0 0.0 -0.1 -0.1324
H 1.527 -3.968 -1.526 0.0 0.0 0.0 0.4632
C 3.165 2.077 -1.204 0.2 0.1 0.1 -1.0486
S 2.362 0.475 -1.152 -0.2 0.2 -0.6 1.0860
C 3.771 -0.515 -1.638 0.0 0.0 0.1 -1.2362
O 2.188 0.146 0.314 0.0 -0.1 0.3 -0.6460
H 3.494 2.281 -2.222 0.0 -0.1 -0.1 0.4862
H 4.012 2.072 -0.517 0.0 0.0 0.0 0.3761
H 2.411 2.798 -0.891 0.2 -0.2 0.0 0.0732
H 4.047 -0.266 -2.663 0.0 0.0 0.0 0.4082
H 3.443 -1.549 -1.592 0.0 0.0 0.0 0.2583
H 4.596 -0.328 -0.952 0.0 0.0 0.0 0.4137



Record 3
19
Properties=species:S:1:pos:R:3:forces:R:3:mulliken_charge:R:1 method="wB97M-V/def2-TZVPD" e_above_lowest_kcal_mol=56.2 multiplicity=1 molar_mass_g_mol=124.16 total_charge=+1 energy_ev=-10949.039 e_lumo_ev="-5.86 / -6.49"
C -2.212 -0.145 0.775 0.4 0.2 0.0 -0.4191
C -0.978 0.034 1.274 -0.7 -0.3 0.7 -0.2698
C 1.255 0.880 0.353 -0.3 -0.2 0.7 0.4682
C -2.267 0.285 -0.646 -0.1 0.0 -0.2 -0.5998
C -0.885 0.904 -0.868 -0.4 0.5 -0.9 -0.6132
C 1.700 -0.462 0.629 0.2 -0.1 -0.3 0.1281
C 2.587 -1.136 -0.308 0.5 -0.1 -0.1 -1.1642
N -0.130 0.572 0.333 0.2 0.1 -0.5 0.1950
O 1.750 1.854 -0.109 0.2 0.1 -0.2 -0.4585
H -3.061 -0.517 1.315 -0.1 -0.1 0.2 0.4366
H -0.637 -0.162 2.274 0.1 0.0 0.1 0.5143
H -2.463 -0.568 -1.303 0.0 0.0 0.0 0.3511
H -3.074 0.999 -0.817 0.1 0.0 0.0 0.3615
H -0.375 0.532 -1.759 0.1 0.0 0.1 0.3545
H -0.926 1.997 -0.954 0.0 -0.2 0.1 0.3259
H 1.280 -1.024 1.448 0.0 0.1 0.2 0.3145
H 2.032 -1.825 -0.956 -0.1 0.0 0.0 0.3395
H 3.270 -1.785 0.249 0.1 0.0 0.0 0.3753
H 3.136 -0.431 -0.930 0.0 -0.1 0.0 0.3601



Record 4
46
Properties=species:S:1:pos:R:3:forces:R:3:mulliken_charge:R:1 method="wB97M-V/def2-TZVPD" e_above_lowest_kcal_mol=72.9 multiplicity=1 molar_mass_g_mol=350.44 total_charge=0 energy_ev=-39990.305 e_lumo_ev=0.48
C -2.986 -0.732 2.446 -0.4 -0.2 0.0 -0.6819
H -3.501 0.228 2.543 0.0 0.0 0.0 0.3028
H -3.212 -1.348 3.316 0.0 0.1 0.0 0.2620
O -1.586 -0.572 2.467 0.3 0.1 -0.2 -0.3941
C -0.941 0.183 1.539 0.0 0.2 -0.1 0.3060
C 0.400 0.421 1.845 0.0 0.1 -0.1 -0.6014
C 1.207 1.185 1.027 -0.1 0.0 0.1 0.3351
C 0.680 1.693 -0.155 -0.1 0.1 -0.2 -0.4039
C -0.638 1.443 -0.501 -0.1 0.0 0.0 0.6307
C -1.476 0.703 0.356 -0.4 0.1 0.0 0.9430
O -2.785 0.434 -0.010 0.7 -0.1 0.0 -0.2660
C -3.635 1.555 -0.150 -0.2 0.3 0.0 -0.9807
H -4.629 1.149 -0.333 0.0 0.1 0.0 0.2869
H -3.337 2.187 -0.989 -0.1 -0.1 0.1 0.2489
H -3.650 2.156 0.766 0.0 0.0 0.0 0.3280
O -1.214 1.872 -1.667 -0.1 -0.3 0.4 -0.4137
C -0.415 2.547 -2.604 0.1 0.1 -0.1 -0.9822
H -1.065 2.740 -3.457 0.1 0.0 0.0 0.2770
H 0.430 1.931 -2.930 0.0 0.0 0.0 0.3353
H -0.043 3.498 -2.211 0.0 -0.1 0.0 0.3631
H 1.307 2.292 -0.796 0.0 0.1 -0.1 0.4218
C 2.648 1.432 1.411 0.0 0.0 0.1 -1.8512
N 3.575 0.378 1.038 -0.1 -0.3 0.0 -0.2371
H 3.237 -0.516 1.379 0.0 0.0 0.0 0.3524
C 3.922 0.285 -0.371 0.3 -0.2 -0.1 -0.3532
H 3.439 1.087 -0.940 0.0 0.0 0.0 0.1526
C 3.566 -1.066 -1.001 0.2 0.3 0.2 -0.9591
N 2.144 -1.283 -1.112 0.0 0.0 -0.2 0.0761
C 1.448 -1.995 -0.192 0.2 0.1 -0.2 0.1769
O 1.969 -2.475 0.800 0.1 -0.1 0.3 -0.7096
C 0.025 -2.187 -0.496 -0.7 -0.2 -0.2 0.4113
C -0.871 -2.863 0.285 0.5 0.2 -0.1 -0.5016
C -2.162 -2.909 -0.273 -0.2 0.0 -0.2 -0.5360
C -2.238 -2.267 -1.468 0.3 0.1 -0.2 -0.4161
S -0.736 -1.599 -1.942 -0.1 -0.4 0.4 -0.2553
H -3.091 -2.139 -2.106 -0.2 0.0 -0.1 0.4984
H -2.998 -3.404 0.189 -0.2 -0.1 0.1 0.5105
H -0.593 -3.298 1.227 0.1 -0.1 0.2 0.5131
H 1.647 -0.821 -1.857 0.0 0.0 0.1 0.1688
H 3.961 -1.867 -0.371 0.0 0.0 -0.2 0.3727
H 4.013 -1.139 -1.997 0.0 0.0 0.1 0.4227
H 5.009 0.421 -0.464 -0.1 0.0 -0.2 0.3803
H 2.711 1.532 2.499 -0.1 0.2 -0.1 0.4160
H 3.004 2.364 0.963 -0.1 0.0 0.1 0.4541
H 0.783 -0.002 2.759 0.0 -0.1 0.2 0.4527
H -3.324 -1.234 1.538 0.0 0.1 0.1 0.1437



Record 5
8
Properties=species:S:1:pos:R:3:forces:R:3:mulliken_charge:R:1 method="wB97M-V/def2-TZVPD" e_above_lowest_kcal_mol=26.0 multiplicity=1 molar_mass_g_mol=294.86 total_charge=0 energy_ev=-19812.100 e_lumo_ev=-0.03
C -1.831 -0.109 0.088 -1.8 6.0 0.6 0.2367
C -0.322 -0.045 -0.107 0.1 -0.9 0.2 -0.8848
N -2.482 1.146 0.158 3.8 -6.1 -0.4 -0.4950
I -2.652 -2.048 0.013 0.0 0.5 0.0 0.1580
I -4.451 1.174 -0.035 -1.0 0.0 0.1 0.1013
H 0.280 -0.780 0.505 -0.9 1.1 0.2 0.3269
H -0.245 -0.625 -1.040 0.4 0.9 -0.5 0.2983
H 0.088 1.013 -0.104 -0.6 -1.5 -0.2 0.2586



Record 6
13
Properties=species:S:1:pos:R:3:forces:R:3:mulliken_charge:R:1 method="wB97M-V/def2-TZVPD" e_above_lowest_kcal_mol=0.0 multiplicity=2 s2=0.763 molar_mass_g_mol=299.22 total_charge=+3 energy_ev=-13743.528 e_lumo_ev="-13.93 / -13.93"
H 1.620 -1.644 2.265 0.2 0.2 0.2 0.3258
C 1.784 -0.608 2.612 -0.7 0.1 -0.3 0.3725
C 2.419 0.309 1.718 1.2 -0.3 0.6 -0.8356
O 1.339 -0.254 3.713 0.2 -0.2 -0.1 -0.6281
Li 0.797 -0.979 5.319 0.0 0.1 0.3 0.9528
H 2.986 -0.100 0.880 -0.4 0.2 0.1 0.4231
H 2.708 1.289 2.102 -0.3 -0.1 -0.2 0.3965
C 0.560 1.545 -0.186 -1.4 -0.8 -1.6 -0.8918
C 0.436 0.689 -1.175 1.1 2.9 3.0 1.0645
O 0.635 -0.173 -1.963 0.0 -0.8 0.2 -0.5068
Pb 0.265 -1.039 -3.844 -0.4 -1.0 -2.2 1.5967
H 1.231 2.394 -0.343 0.1 -0.1 0.1 0.3677
H -0.293 1.657 0.489 0.3 -0.1 0.2 0.3626